C45H53N5O2P2PbS3 | ωB97M-V/def2-TZVPD

The geometry in XYZ format:
```
111
C45H53N5O2P2PbS3 | the Open Molecules 2025 dataset | ωB97M-V/def2-TZVPD
Pb 0.883 0.126 0.473
C 6.190 2.461 -5.632
C 5.531 2.519 -4.271
C 6.114 3.172 -3.189
C 5.447 3.336 -1.952
C 4.293 2.613 -1.739
C 3.646 2.009 -2.798
C 4.202 2.023 -4.090
S 3.687 2.544 -0.077
O 4.409 3.434 0.728
O 2.093 2.990 -0.251
N 3.405 1.071 0.376
C 4.421 0.196 0.729
C 5.708 0.608 0.962
C 6.714 -0.303 1.250
C 6.468 -1.641 1.279
C 5.169 -2.127 1.038
C 4.921 -3.498 0.993
C 3.604 -3.966 0.872
C 2.594 -3.019 0.770
N 2.734 -1.687 0.730
C 4.059 -1.214 0.822
H 6.485 1.464 -5.817
H 7.069 3.082 -5.612
H 5.574 2.864 -6.448
H 7.088 3.691 -3.316
H 5.809 3.994 -1.183
H 2.682 1.473 -2.683
H 3.706 1.618 -4.936
H 5.871 1.690 1.072
H 7.716 0.067 1.369
H 7.328 -2.366 1.414
H 5.806 -4.096 1.046
H 3.415 -5.051 0.936
H 1.567 -3.391 0.725
S -2.743 1.579 -1.947
C -1.783 0.519 -1.327
N -1.163 -0.378 -0.783
C 2.398 5.620 0.420
P 1.224 4.363 -0.076
C -0.046 4.234 1.072
C -1.471 4.206 0.778
C -2.432 4.120 1.805
C -2.007 3.885 3.162
C -0.635 3.987 3.488
C 0.314 4.060 2.456
C 0.505 4.923 -1.621
C 0.321 4.047 -2.731
C -0.303 4.505 -3.870
C -0.684 5.864 -4.003
C -0.535 6.720 -2.879
C 0.075 6.232 -1.704
H 2.645 6.208 -0.458
H 3.330 5.315 0.907
H 1.902 6.318 1.085
H -1.803 4.270 -0.257
H -3.524 4.118 1.595
H -2.783 3.761 3.950
H -0.316 4.023 4.533
H 1.326 4.170 2.682
H 0.745 3.046 -2.734
H -0.537 3.750 -4.634
H -1.113 6.286 -4.927
H -0.878 7.773 -2.955
H 0.135 6.892 -0.799
N -0.868 0.786 4.778
C -0.841 0.218 3.522
N -1.992 0.366 2.814
S 0.582 -0.567 2.993
H -1.638 1.259 5.227
H -0.024 0.857 5.328
H -2.531 1.213 2.928
H -1.916 0.057 1.846
C -5.984 -1.907 0.196
C -5.145 -2.928 1.040
C -5.901 -4.204 1.548
C -4.792 -2.034 2.241
P -3.461 -3.257 0.221
C -2.887 -4.538 1.395
C -1.797 -4.232 2.231
C -1.187 -5.270 2.932
C -1.715 -6.558 3.010
C -2.848 -6.819 2.204
C -3.326 -5.862 1.306
C -3.619 -4.064 -1.460
C -5.062 -4.149 -2.062
C -2.908 -2.954 -2.417
C -2.825 -5.402 -1.585
H -6.822 -1.677 0.940
H -6.412 -2.242 -0.740
H -5.371 -0.998 0.093
H -6.917 -3.882 1.556
H -5.526 -4.424 2.536
H -5.831 -5.136 0.954
H -5.697 -1.538 2.689
H -4.034 -1.274 2.051
H -4.430 -2.516 3.175
H -1.381 -3.183 2.267
H -0.260 -5.037 3.440
H -1.310 -7.343 3.649
H -3.310 -7.823 2.263
H -4.227 -6.071 0.741
H -5.310 -3.176 -2.523
H -5.755 -4.485 -1.258
H -5.043 -4.985 -2.800
H -3.254 -1.924 -2.235
H -3.059 -3.115 -3.480
H -1.802 -2.962 -2.302
H -3.551 -6.246 -1.477
H -1.984 -5.548 -0.949
H -2.600 -5.524 -2.644
```

energy relative to the best compared isomer or geometry (same formula, charge and spin): 18.3 kcal/mol
E_HOMO: -10.92 eV
net charge: +2
largest force on an atom: 0.0933 hartree/bohr

Mulliken atomic charge list, values in e, 6 entries: 1.2610 -1.3989 0.8123 -0.9264 -0.6281 0.2990